Molecular formula: C6H8N2
Method: DFT, ωB97M-V/def2-TZVPD

The geometry in XYZ format:
```
16
Properties=species:S:1:pos:R:3:forces:R:3
C -0.87733 1.53835 -1.12568 -2.4055 0.5999 2.5456
C 0.12762 0.36198 -0.58576 -3.5346 2.3614 -2.7433
C -0.23092 -0.83613 -1.06111 -1.2274 -2.7442 0.0400
C 0.56364 -1.97305 -0.53566 0.1039 -0.8406 2.5316
N 1.15263 -2.05842 0.66029 -1.6399 1.9374 -2.9947
N 1.26458 -0.72522 1.28040 -0.0256 0.0067 0.5411
C 0.22991 0.14575 1.90683 -0.5360 -0.0400 -1.7679
C 1.04626 0.53183 0.57213 -3.7390 -3.2646 0.4201
H -1.70299 1.59370 -0.09500 2.7177 0.7380 -2.5719
H -0.47492 2.64577 -1.49082 -0.9503 -3.1445 1.3276
H -1.76002 1.17762 -1.81403 2.5099 0.3478 0.6156
H -1.31755 -1.33096 -1.65371 3.7013 2.4399 1.4398
H 0.50191 -2.89005 -1.13486 0.3541 0.0960 0.4873
H -1.04158 -0.02144 1.77193 4.1567 0.5202 0.4844
H 0.70285 0.63687 2.79556 -1.2739 -0.7047 -0.5222
H 1.81591 1.20338 0.50948 1.7885 1.6913 0.1669
```
Positions in Å, forces in eV/Å.

Properties
E_LUMO: 0.5 eV
molar mass: 108.14 g/mol
Kohn-Sham gap: 8.821 eV
E_HOMO: -0.3062 Ha
SMILES: CC1=CC=NN2C[C@H]12
relative energy (zero: lowest compared OMol25 entry of this formula, charge and spin): 153.5 kcal/mol